(1)
Formula: C3H18B3OSn
Source: OMol25
Level of theory: ωB97M-V with the def2-TZVPD basis set

**Energy**: -13299.432 eV
**2S+1**: 2
**Total charge**: -2
**Energy relative to the best compared isomer or geometry (same formula, charge and spin)**: 66.6 kJ/mol
**HOMO-LUMO gap (spin up / spin down)**: 3.8 / 5.1 eV
**Largest force on an atom**: 0.09354 Eh/bohr
**HOMO (spin up / spin down)**: 0.3326 / -0.9283 eV
**⟨S²⟩**: 0.7530

```
26
Properties=species:S:1:pos:R:3:lowdin_charge:R:1
Sn -0.215 1.044 0.315 1.015
B -2.002 1.402 3.019 -0.524
H -2.804 2.119 2.942 -0.103
H -1.039 1.878 2.916 -0.114
H -1.945 0.989 4.015 -0.063
H -2.075 0.609 2.291 -0.127
B 1.506 0.149 3.012 -0.555
H 0.486 -0.146 3.205 -0.092
H 2.067 0.035 3.927 -0.098
H 1.939 -0.355 2.162 -0.103
H 1.534 1.182 2.701 -0.133
B -1.349 -2.011 1.521 -0.517
H -0.712 -1.249 1.942 -0.125
H -1.727 -2.706 2.255 -0.089
H -2.185 -1.514 1.052 -0.109
H -0.836 -2.575 0.758 -0.110
C 1.820 1.079 -3.903 -0.013
C 0.952 0.041 -3.231 -0.526
O 0.946 -0.218 -2.037 -0.096
C 0.054 -0.816 -3.970 -0.038
H 2.601 0.595 -4.489 0.081
H 2.305 1.768 -3.211 0.085
H 1.144 1.661 -4.530 0.077
H -0.464 -1.633 -3.468 0.105
H 0.642 -1.230 -4.790 0.082
H -0.642 -0.097 -4.402 0.089
```

(2)
Formula: C23H39AsF16N4O7P2
Source: OMol25
Level of theory: ωB97M-V with the def2-TZVPD basis set

**Energy**: -167659.901 eV
**HOMO-LUMO gap**: 7.0 eV
**Largest force on an atom**: 0.12030 Eh/bohr
**HOMO**: -9.3692 eV

```
92
Properties=species:S:1:pos:R:3:lowdin_charge:R:1
C -1.232 -5.546 0.748 -0.108
C -1.076 -4.045 0.234 -0.188
C -1.789 -2.911 1.150 -0.225
F -2.644 -3.797 1.927 -0.069
C -0.861 -1.899 1.918 -0.323
P 0.415 -3.061 2.736 0.765
N -0.234 -4.162 3.737 -0.269
C 0.006 -1.136 0.785 -0.230
C -0.104 -1.262 -0.794 -0.116
C 1.194 -1.942 -1.515 -0.176
C 1.427 -1.192 -2.939 -0.172
C 2.469 0.006 -2.672 -0.152
C 1.848 1.393 -3.198 -0.188
O 1.550 1.206 -4.611 -0.073
C 0.260 1.827 -4.785 -0.433
C -1.013 0.912 -5.036 -0.002
O 0.128 3.054 -4.709 0.089
O -0.319 0.301 0.920 -0.078
C -0.465 0.514 2.370 -0.335
C -1.010 1.999 2.430 -0.068
C 0.005 3.200 2.601 -0.185
N 0.370 3.679 3.775 0.096
C 1.093 0.542 2.734 -0.173
O 1.929 1.108 1.663 -0.115
C 3.114 1.670 2.281 -0.196
O 4.152 1.604 1.267 -0.122
C 4.902 2.838 1.208 -0.166
C 6.479 2.458 1.051 -0.204
O 6.594 1.128 0.478 -0.106
N -1.384 -0.682 2.705 -0.084
P -0.701 -0.949 4.431 1.044
N -0.617 0.600 5.324 -0.117
O -1.732 -1.847 5.427 -0.248
C -2.833 -0.459 2.878 -0.254
F -3.148 0.303 4.079 0.049
F -3.543 -1.640 3.272 0.103
C -3.814 0.253 1.877 -0.152
F -5.139 -0.062 2.391 0.080
F -3.941 1.678 2.014 0.083
C -3.991 -0.075 0.353 -0.192
F -4.775 1.019 -0.170 0.086
F -2.867 -0.040 -0.477 0.106
C -4.946 -1.324 -0.034 -0.344
F -6.283 -0.954 -0.224 0.135
F -4.917 -2.401 0.834 0.126
F -4.478 -1.791 -1.296 0.098
H -0.465 -6.172 0.155 0.097
H -2.251 -5.988 0.461 0.094
H -1.006 -5.727 1.842 0.061
H -1.613 -4.022 -0.788 0.139
H 0.012 -3.855 -0.010 0.070
H -2.466 -2.329 0.448 0.124
H 1.455 -2.458 3.499 -0.001
H 1.160 -3.859 1.778 0.056
H -1.244 -4.008 3.762 -0.039
H 1.111 -1.439 0.945 0.130
H -0.132 -0.214 -1.277 0.129
H -1.069 -1.750 -1.195 0.120
H 0.863 -3.001 -1.782 0.098
H 2.132 -1.890 -0.878 0.112
H 0.432 -0.846 -3.390 0.101
H 1.912 -1.943 -3.661 0.122
H 3.483 -0.236 -3.124 0.121
H 2.619 0.098 -1.531 0.107
H 0.886 1.585 -2.614 0.125
H 2.618 2.209 -3.003 0.134
H -0.733 -0.142 -5.391 0.087
H -1.678 0.844 -4.096 0.086
H -1.679 1.378 -5.848 0.081
H -1.812 2.207 3.231 0.127
H -1.555 2.187 1.429 0.147
H 0.516 3.679 1.698 0.141
H -0.119 3.137 4.510 0.031
H 1.605 -0.460 2.895 0.093
H 1.361 1.149 3.678 0.120
H 3.491 1.051 3.165 0.155
H 2.868 2.749 2.567 0.136
H 4.649 3.431 0.255 0.140
H 4.840 3.478 2.148 0.128
H 7.018 3.236 0.401 0.127
H 6.934 2.400 2.109 0.123
H 7.501 0.800 0.637 0.093
H 0.275 0.586 5.855 0.072
H -1.368 0.645 6.032 0.061
H -1.529 -1.639 6.368 0.089
F 0.048 4.703 -9.524 -0.299
As -1.013 3.574 -8.632 0.864
F -0.691 2.306 -9.850 -0.301
F -2.416 4.135 -9.587 -0.300
F -2.077 2.441 -7.737 -0.309
F -1.337 4.840 -7.412 -0.298
F 0.389 3.010 -7.675 -0.291
```

(3)
Formula: C2HIN2O2
Source: OMol25
Level of theory: ωB97M-V with the def2-TZVPD basis set

**Energy**: -17258.071 eV
**Energy relative to the best compared isomer or geometry (same formula, charge and spin)**: 526.7 kJ/mol
**HOMO-LUMO gap (spin up / spin down)**: 8.5 / 8.0 eV
**Largest force on an atom**: 0.05149 Eh/bohr
**HOMO (spin up / spin down)**: -10.2285 / -10.8197 eV

```
8
Properties=species:S:1:pos:R:3:lowdin_charge:R:1
C -0.178 0.864 1.068 -0.339
C -0.324 -0.274 0.181 -0.703
N 0.084 1.553 1.965 0.185
N 0.275 0.060 -1.171 -0.490
O 1.030 0.987 -1.085 0.077
O -0.119 -0.530 -2.114 0.060
I -2.114 -1.365 0.216 0.956
H 1.348 -1.294 0.939 0.255
```